{
  "formula": "H62O31",
  "method": "ωB97M-V with the def2-TZVPD basis set",
  "species": ["O", "H", "H", "O", "H", "H", "O", "H", "H", "O", "H", "H", "O", "H", "H", "O", "H", "H", "O", "H", "H", "O", "H", "H", "O", "H", "H", "O", "H", "H", "O", "H", "H", "O", "H", "H", "O", "H", "H", "O", "H", "H", "O", "H", "H", "O", "H", "H", "O", "H", "H", "O", "H", "H", "O", "H", "H", "O", "H", "H", "O", "H", "H", "O", "H", "H", "O", "H", "H", "O", "H", "H", "O", "H", "H", "O", "H", "H", "O", "H", "H", "O", "H", "H", "O", "H", "H", "O", "H", "H", "O", "H", "H"],
  "positions_angstrom": [[18.4264, 9.1187, 12.3067], [17.6711, 9.7947, 12.3054], [18.6433, 8.9626, 13.2292], [15.9380, 5.6522, 7.4977], [15.8014, 5.8953, 6.5578], [16.8382, 6.0263, 7.6847], [13.6364, 11.6891, 14.1344], [14.4882, 11.8844, 13.7621], [13.8165, 10.7946, 14.5071], [9.9301, 11.3370, 8.9624], [9.6844, 11.2905, 8.0092], [9.9848, 10.3587, 9.1475], [9.0729, 13.5800, 12.3092], [9.9761, 13.9139, 12.2151], [8.5109, 14.0977, 11.7375], [12.2162, 6.1529, 11.6423], [12.9289, 6.7134, 11.9453], [12.6794, 5.4071, 11.2350], [16.2444, 10.8099, 12.3000], [15.6903, 10.0151, 12.2350], [15.9774, 11.3352, 11.4921], [7.8559, 8.8093, 9.6068], [7.9593, 7.8589, 9.4083], [7.8849, 8.8918, 10.5679], [15.2775, 9.3363, 8.7943], [14.4307, 8.9660, 8.4403], [15.8670, 8.6560, 8.6012], [10.0693, 10.7425, 16.0678], [10.3292, 10.0305, 16.7079], [10.7386, 11.4908, 16.0919], [16.9529, 7.3990, 10.7858], [16.7804, 6.4576, 11.1089], [17.6971, 7.6803, 11.3421], [9.4775, 6.8410, 15.9941], [8.7431, 6.4896, 15.3892], [9.0203, 7.4707, 16.6362], [15.0964, 11.7089, 9.9689], [15.2146, 10.7959, 9.7445], [14.1661, 11.8174, 9.8105], [14.4860, 8.0951, 11.9865], [14.0776, 8.9190, 11.7315], [15.3404, 7.8925, 11.5534], [14.2062, 5.8198, 9.5760], [13.6965, 6.6354, 9.5171], [14.9528, 5.8528, 8.8778], [12.2316, 12.5505, 9.6736], [12.2045, 12.9077, 8.7609], [11.4961, 11.8706, 9.5433], [7.9418, 5.7854, 13.5761], [8.6756, 6.0211, 12.9637], [7.0174, 6.0205, 13.3251], [7.4648, 9.1380, 13.0601], [7.3791, 9.0699, 14.0436], [7.2915, 10.0888, 12.9540], [12.1167, 12.6951, 16.2088], [11.5405, 13.4081, 15.9028], [12.6018, 12.4114, 15.3951], [18.2033, 7.2864, 8.1665], [18.0076, 7.5689, 9.0612], [18.6921, 8.0132, 7.7525], [11.1826, 8.6332, 10.1123], [10.4869, 8.0757, 10.5692], [11.8236, 9.0346, 10.6924], [12.6975, 10.2961, 11.8453], [12.8286, 11.1924, 11.4969], [12.0721, 10.3364, 12.5950], [9.7669, 7.1204, 11.8766], [9.5520, 7.7812, 12.5795], [10.6512, 6.7387, 12.0749], [11.2881, 8.5831, 17.1092], [11.0524, 7.6158, 17.0307], [12.2017, 8.5737, 17.4091], [16.0160, 5.0422, 11.6585], [15.1536, 5.2355, 11.2963], [15.9223, 4.9043, 12.5855], [11.3869, 7.9642, 14.1212], [10.8635, 8.7961, 13.9513], [11.0623, 7.5333, 14.9338], [7.0996, 11.7173, 12.7205], [7.9336, 12.2136, 12.5425], [6.6504, 11.6099, 11.8560], [14.0038, 8.9789, 14.7147], [13.0218, 8.6727, 14.6742], [14.4149, 8.6942, 13.8783], [11.7190, 13.9394, 12.0118], [12.0048, 13.3100, 12.7031], [11.7122, 13.3896, 11.1588], [10.1331, 10.4996, 13.5137], [10.0997, 10.6361, 14.4684], [9.1751, 10.3565, 13.2679], [12.6680, 8.5705, 7.9793], [12.1178, 8.3725, 8.7490], [12.6112, 7.7776, 7.4233]],
  "forces_ev_per_a": [[-0.8, 0.7, -0.1], [1.1, -0.7, 0.1], [0.0, 0.1, 0.1], [1.0, 0.6, -0.8], [-0.1, -0.3, 0.9], [-0.7, -0.2, -0.1], [-0.4, -0.4, 0.6], [0.7, 0.5, -0.5], [-0.3, -0.1, -0.1], [-0.2, -1.8, -1.1], [0.2, 0.4, 0.9], [-0.1, 0.9, 0.3], [-0.8, -0.4, 0.3], [0.6, 0.0, -0.1], [-0.1, 0.4, -0.2], [0.1, -0.8, -0.1], [0.5, 0.7, 0.3], [-0.3, 0.1, -0.1], [-0.3, 0.2, -0.6], [0.0, 0.3, 0.1], [0.1, -0.4, 0.7], [0.1, -0.4, -0.3], [-0.1, 0.7, 0.4], [0.0, -0.3, 0.0], [-2.3, 0.8, -0.1], [0.1, 0.6, 0.3], [2.1, -1.8, -0.2], [0.3, 0.5, 0.6], [0.2, 1.0, -0.9], [-0.5, -1.1, 0.7], [-0.1, -1.3, 0.3], [0.1, 1.0, -0.6], [0.0, 0.6, 0.2], [-2.2, 0.6, 0.4], [1.3, 0.5, 0.8], [0.7, -1.3, -1.4], [0.5, 1.0, 0.7], [0.5, -1.3, -0.8], [-1.0, 0.7, -0.1], [0.2, -1.0, 0.9], [-0.2, 0.6, -0.6], [-0.1, 0.5, -0.5], [1.1, -0.2, -0.7], [0.2, 0.1, -0.1], [-1.6, 0.0, 0.9], [-0.9, -1.0, -1.2], [0.4, 0.2, 0.8], [0.6, 0.7, 0.3], [-0.5, -0.2, 1.0], [-1.3, 0.3, -0.3], [1.7, 0.0, -0.4], [0.2, -0.6, 1.5], [0.1, -0.3, -1.2], [-0.2, 0.6, -0.3], [-0.3, -0.1, -0.7], [0.2, 0.1, 0.2], [0.2, 0.2, 0.5], [0.3, 0.2, -0.8], [-0.3, 0.0, 0.7], [-0.2, -0.3, 0.1], [-1.5, -0.6, -1.1], [1.2, 0.7, 0.1], [0.1, 0.3, 1.1], [-0.1, -0.3, -0.3], [-0.1, -0.3, 0.4], [0.2, 0.4, -0.3], [-0.7, 0.5, 0.7], [0.4, -0.7, -0.7], [-0.1, 0.2, 0.0], [-0.1, -1.9, 0.2], [0.3, 1.5, 0.1], [0.1, 0.2, 0.1], [0.8, -0.2, -0.6], [-0.7, 0.1, -0.5], [-0.2, -0.2, 1.1], [0.0, 0.6, -0.2], [0.3, -0.8, 0.5], [-0.4, 0.5, -0.5], [-0.2, 0.0, -0.9], [-0.2, 0.1, 0.1], [0.4, 0.3, 0.6], [-1.7, -0.2, 0.2], [2.0, 0.3, -0.3], [-0.4, -0.2, 0.2], [0.0, -1.3, -0.7], [-0.1, 0.4, -0.4], [0.3, 1.0, 1.2], [-1.1, -0.6, -1.7], [-0.1, 0.0, 1.1], [1.6, 0.1, 0.2], [0.8, -0.5, -1.0], [-0.7, 0.1, 0.7], [0.0, 0.4, 0.1]],
  "mulliken_charge": [-0.73, 0.45, 0.30, -0.66, 0.29, 0.36, -0.74, 0.25, 0.30, -0.69, 0.32, 0.33, -0.68, 0.40, 0.26, -0.67, 0.16, 0.30, -0.86, 0.28, 0.54, -0.65, 0.32, 0.31, -0.67, 0.28, 0.31, -0.70, 0.32, 0.32, -0.92, 0.39, 0.37, -0.68, 0.26, 0.33, -0.72, 0.43, 0.33, -0.17, 0.16, 0.29, -0.66, 0.32, 0.31, -0.79, 0.28, 0.43, -0.69, 0.46, 0.28, -0.53, 0.27, 0.36, -0.75, 0.35, 0.51, -0.67, 0.33, 0.30, -0.52, 0.34, 0.33, 0.57, -0.10, -0.28, -0.93, 0.35, 0.51, -0.60, 0.34, 0.28, -0.67, 0.28, 0.31, -0.36, 0.24, 0.17, -0.73, 0.44, 0.34, -0.81, 0.47, 0.38, -0.83, 0.34, 0.48, -0.38, 0.46, -0.04, -0.70, 0.43, 0.33],
  "energy_ev": -64484.9114
}